# 1
# C22H28CeF3N5O8

A structure of composition C22H28CeF3N5O8 (ωB97M-V with the def2-TZVPD basis set, the Open Molecules 2025 dataset).

The geometry in ORCA input format:
```
! RIJCOSX wB97M-V def2-TZVPD def2/J DEFGRID3
* xyz 0 1
C -7.036 -1.218 0.921
H 3.394 -2.618 0.180
F -7.246 -1.209 2.251
N 2.425 -1.193 -1.035
N -2.960 -0.688 -0.225
C -3.339 -1.796 0.400
O -1.564 0.497 1.371
H 0.144 1.871 2.742
H 1.011 0.033 -3.891
F -7.537 -2.391 0.481
C 1.274 -0.664 3.347
O 0.665 -2.946 0.350
H 3.770 1.838 2.229
O -1.690 -1.306 -3.627
C 1.525 -3.486 -0.392
N 0.711 2.040 0.719
C 3.921 -0.170 0.676
H 2.324 0.887 -3.091
H 1.897 2.388 -1.781
H 1.245 -1.916 -2.573
C -0.200 2.359 1.830
H -1.547 1.093 -1.831
C 0.812 2.237 -1.781
C -5.190 0.154 -0.059
C 2.022 -1.159 -2.445
H -4.931 -2.941 1.292
H 2.714 -1.863 2.271
H -5.884 0.962 -0.233
H 0.396 2.849 -2.601
H -3.522 1.156 -0.932
C 2.745 1.475 2.031
H -0.850 2.680 -0.489
O 1.556 -4.631 -0.815
F -7.839 -0.267 0.412
H 2.222 1.479 2.988
N 2.752 0.103 1.518
H 0.479 3.838 -0.388
Ce 0.030 -0.787 0.403
C 0.237 2.764 -0.466
O 1.255 -0.113 4.442
C -4.652 -2.019 0.803
H 4.683 0.618 0.778
H 2.673 2.513 0.156
O -0.836 -1.570 -1.581
H 3.264 0.699 -1.169
C -1.602 1.746 1.511
H -2.555 -2.537 0.569
H -0.926 1.078 -3.508
C -5.592 -1.026 0.550
H 3.488 -0.663 3.372
H 2.063 3.450 1.545
O 0.314 -1.099 2.666
C -1.169 -0.909 -2.596
C 3.556 -0.289 -0.809
H -0.271 3.446 1.997
H 2.876 -1.423 -3.100
H 4.454 -0.618 -1.371
C 2.073 2.455 1.067
C -3.862 0.256 -0.441
H 3.354 -3.056 -1.535
N 0.535 0.813 -1.982
H 4.390 -1.103 0.999
C 2.676 -0.837 2.646
C -0.824 0.630 -2.504
C 1.489 0.199 -2.918
O -2.571 2.487 1.379
C 2.783 -2.583 -0.721
*
```

Calculated values
* frontier orbital gap: 0.2633 Ha
* E_LUMO: -2.71 eV
* ΔE to the lowest compared entry with this formula, charge and spin: 23.3 kcal per mole

---

# 2
# C22H28Cl2FeN5O3S4

A structure of composition C22H28Cl2FeN5O3S4 (ωB97M-V with the def2-TZVPD basis set, the Open Molecules 2025 dataset).

The geometry in ORCA input format:
```
! RIJCOSX wB97M-V def2-TZVPD def2/J DEFGRID3
* xyz 0 2
H 3.456 0.029 2.171
H 2.491 -4.799 -0.754
O -0.480 -2.116 -2.628
H -1.306 -2.683 1.442
H 4.052 -1.999 4.722
C 1.096 -0.972 -3.966
C 1.646 -4.367 -0.238
H 0.810 -2.517 5.204
H 2.062 -2.372 -0.916
O 0.703 -0.429 -1.707
O -1.970 -7.266 2.657
H -2.077 1.190 2.048
C 0.410 -4.365 4.222
H 0.720 -1.627 -4.742
H 0.259 -7.486 3.520
H 2.503 2.020 1.158
C 1.186 2.095 -0.557
N 0.385 -2.417 0.289
C 3.534 -2.585 5.486
H -2.270 -5.086 1.575
H 2.975 -1.895 6.118
S -5.067 -1.035 0.359
C -0.405 2.353 1.302
C 1.458 0.292 2.935
Fe 0.064 -0.425 0.164
C 2.438 -0.302 1.932
H 2.734 -6.661 3.366
N 2.058 0.063 0.564
H 2.415 -1.392 2.006
N 0.129 -6.559 3.147
H -1.103 1.950 3.311
H 1.205 1.732 -1.581
H 4.206 -4.988 4.406
C 0.331 -1.213 -2.648
H 2.528 -0.536 -0.105
H 0.526 2.758 1.702
C 2.339 1.478 0.225
C 0.761 -5.163 0.468
Cl 0.917 0.702 -4.524
C -0.465 -3.181 0.973
C 1.250 -3.415 4.785
C -1.061 1.456 2.340
C 0.941 -5.539 3.702
N -0.088 1.652 0.038
C 1.419 -3.007 -0.320
C 2.315 -5.746 3.769
C 2.625 -3.612 4.864
S -2.256 -0.428 -0.396
H 4.299 -3.057 6.102
Cl 2.821 -1.372 -3.727
H -0.839 1.806 -0.626
C -1.111 -6.419 2.546
H 0.899 -6.235 0.528
H 3.262 1.565 -0.350
H -0.658 -4.196 4.204
H 1.669 -0.097 3.929
C -0.325 -4.558 1.082
H -1.054 3.212 1.114
H 1.279 3.187 -0.565
N -1.304 -5.276 1.793
C -3.415 -0.964 0.694
S -0.253 -0.157 2.485
S -3.289 -1.480 2.305
C 3.140 -4.799 4.349
H 1.541 1.377 2.990
*
```

Calculated values
* frontier orbital gap (spin up / spin down): 0.2796 / 0.2517 Ha
* E_LUMO (spin up / spin down): 0.00 / -1.07 eV
* ⟨S²⟩: 0.756

---

# 3
# C22H28ClF25N3O3

A cluster of 4 separate species, C22H28ClF25N3O3 in total (ωB97M-V with the def2-TZVPD basis set, the Open Molecules 2025 dataset).

The geometry in ORCA input format:
```
! RIJCOSX wB97M-V def2-TZVPD def2/J DEFGRID3
* xyz 1 1
H -0.785 1.580 -1.169
F -8.121 0.332 -4.551
H -1.238 -1.213 -5.490
C 3.417 2.934 6.332
H -0.262 -4.290 -4.714
F -6.668 -2.003 -0.775
N 0.796 -3.302 -3.171
F -3.972 -1.901 -0.913
C -8.125 -0.295 -3.352
H -8.508 1.088 -0.247
F 2.896 -0.084 7.718
H 3.627 0.688 -0.318
F 3.765 5.180 5.893
F 0.296 -0.591 -1.894
F -0.530 1.485 0.805
C 3.287 1.367 9.472
F 5.758 3.475 8.213
C -1.571 -2.748 -3.949
Cl 4.663 -0.173 -2.905
H -2.764 -2.088 -5.643
O -6.765 0.160 -0.129
H -1.448 -1.918 -3.253
H 3.320 -2.439 -3.226
F 3.194 4.652 7.942
F 4.753 1.046 7.616
H 2.631 3.219 5.636
C 2.802 -0.123 -4.915
H 2.785 -0.470 3.009
H 2.237 1.258 9.750
F 5.687 5.602 7.696
F 0.914 0.114 2.620
O 2.767 2.045 7.220
H 4.177 2.421 5.741
H -9.059 -0.855 -3.249
F -4.793 -0.247 -2.090
H 0.737 -1.235 -3.710
C 0.503 -0.082 -0.640
N 2.584 -1.770 -3.002
C 2.748 0.348 0.226
C -8.010 0.763 -2.252
N 2.620 -1.348 -5.756
C 5.430 4.354 7.245
C -8.011 0.287 -0.791
C 1.790 -2.452 -5.177
F 4.077 1.378 1.813
H 0.698 -3.171 -2.171
H 2.428 -3.335 -5.130
C 3.943 4.264 6.891
C -4.651 -0.729 -0.837
C -1.714 -2.188 -5.383
F 2.150 2.324 1.368
H 0.972 -2.696 -5.850
F -6.937 1.552 -2.482
H 2.887 -0.720 0.395
C 2.213 0.436 2.786
H 3.687 0.386 -5.287
F -5.747 -1.353 1.088
C -0.683 0.848 -0.365
F 3.715 2.597 9.808
C 2.763 1.135 1.542
F 2.113 -0.948 -6.974
H 3.549 -1.715 -5.980
C 3.454 1.125 7.967
F -7.083 -1.153 -3.324
H -1.273 -2.872 -6.108
H -4.084 -0.018 -0.243
H 1.963 0.545 -5.093
C 1.371 -2.134 -3.751
H -0.821 -4.561 -3.092
F -1.799 0.080 -0.311
F -9.127 1.531 -2.393
O 1.691 0.591 -0.692
H -8.624 -0.605 -0.665
F 2.317 1.288 3.830
F 4.030 0.453 10.136
H 2.391 0.286 -2.859
C 2.982 -0.442 -3.410
H -2.519 -3.220 -3.699
C -0.452 -3.790 -3.764
C -6.013 -0.984 -0.184
H 6.046 4.165 6.361
F 0.533 -1.118 0.211
*
```

Calculated values
* frontier orbital gap: 0.3432 Ha
* E_LUMO: -3.35 eV

---

# 4
# C22H28CrF3O21

A structure of composition C22H28CrF3O21 (ωB97M-V with the def2-TZVPD basis set, the Open Molecules 2025 dataset).

The geometry in ORCA input format:
```
! RIJCOSX wB97M-V def2-TZVPD def2/J DEFGRID3
* xyz 1 5
C -6.681 7.520 -25.092
O -7.702 8.383 -24.889
H 1.749 3.588 -24.212
H -9.086 9.063 -26.222
O -4.657 7.901 -21.975
C -4.383 8.015 -18.590
C 1.209 5.003 -25.814
C 0.084 4.369 -20.374
O -2.835 8.658 -25.020
H 3.284 5.635 -26.098
O -5.631 7.563 -24.533
O -4.571 5.029 -23.731
C 2.272 6.019 -26.217
H -0.988 10.305 -23.315
O -3.891 6.102 -26.518
H -5.880 1.177 -24.074
H -7.802 7.513 -27.697
O -3.854 4.524 -28.143
O -2.116 8.479 -22.999
H 1.251 5.415 -18.931
H -4.374 1.788 -26.355
C -8.761 8.117 -25.796
C -2.117 9.125 -24.094
H -3.705 1.324 -24.757
C -8.128 7.084 -26.748
H -0.930 4.610 -18.454
C -4.367 2.005 -25.288
O -0.557 5.299 -21.259
F -2.056 4.490 -29.495
O -4.046 7.480 -19.858
H -5.083 7.400 -18.025
H -6.590 0.986 -26.399
H -8.780 6.247 -26.981
O -5.336 9.205 -20.298
H 2.168 6.928 -25.622
C -3.818 5.807 -27.646
C -3.436 4.603 -29.470
C -0.774 5.307 -24.751
O -2.210 4.504 -20.073
H -3.284 6.350 -30.750
H 1.315 4.127 -26.459
H -1.001 2.981 -19.163
H -3.803 3.800 -30.108
C -5.790 2.028 -24.752
C -1.866 5.246 -21.136
O -3.554 6.676 -28.654
H -7.827 1.477 -25.395
H 0.249 3.511 -21.037
C 1.314 4.574 -24.360
C -1.058 4.044 -19.377
H 2.093 6.304 -27.253
O -3.944 3.358 -25.088
O -2.661 5.897 -21.743
C -4.779 3.962 -24.216
O -0.058 4.495 -23.973
F -4.253 10.417 -18.714
H -4.890 6.032 -30.099
H -3.495 8.131 -17.973
O -1.867 5.691 -24.511
Cr -3.516 6.951 -23.712
F -9.800 7.533 -25.132
H 2.003 5.523 -20.542
H 2.082 4.073 -19.655
O -7.017 6.605 -25.998
C -3.819 5.989 -29.878
H 1.886 5.285 -23.758
C -4.676 8.141 -20.811
O -0.074 5.601 -25.874
H -6.031 9.521 -18.450
C -5.064 9.356 -18.918
O -1.342 10.199 -24.216
C 1.403 4.900 -19.883
H -7.002 2.690 -26.474
C -6.884 1.851 -25.791
O -5.873 3.233 -23.998
*
```

Calculated values
* frontier orbital gap (spin up / spin down): 0.2999 / 0.3494 Ha
* E_LUMO (spin up / spin down): -1.65 / -1.65 eV
* ⟨S²⟩: 6.005
* ΔE to the lowest compared entry with this formula, charge and spin: 17.2 kcal per mole

---

# 5
# C22H28EuF17InNO3

A structure of composition C22H28EuF17InNO3 (ωB97M-V with the def2-TZVPD basis set, the Open Molecules 2025 dataset).

The geometry in ORCA input format:
```
! RIJCOSX wB97M-V def2-TZVPD def2/J DEFGRID3
* xyz 1 8
F 0.053 -2.276 -2.552
C -0.140 -0.014 -3.268
C 2.135 -0.412 -6.361
F 3.736 -1.743 -5.296
C 2.480 2.132 -6.765
C 3.058 0.830 -6.161
F 2.591 -0.839 -3.133
H -2.284 1.340 0.246
C -4.710 0.737 3.529
H 0.755 -0.861 5.001
H 5.726 -2.614 2.489
H 5.343 -0.959 2.026
H -2.933 3.523 0.792
H -5.706 0.601 3.983
H 5.091 -2.281 0.858
F 0.873 -0.099 -1.121
C -3.033 2.605 4.045
H -2.006 -1.264 4.501
H 2.225 -2.526 5.355
F 2.354 -0.878 -7.595
C -1.485 -0.237 -1.023
H -1.201 2.738 2.416
H -0.746 0.680 0.806
C 2.400 -1.614 -5.388
H -5.334 -0.926 2.198
H 1.496 -0.483 3.458
C -0.241 -1.750 3.324
F 0.710 0.858 -3.829
C -4.773 0.011 2.230
C -2.221 4.239 1.214
F 3.420 3.053 -6.794
H -1.221 0.140 3.797
N 3.410 -2.107 3.727
C -4.351 2.222 3.409
F -1.347 0.148 -3.835
F 0.841 -0.063 -6.255
O 2.662 -2.241 1.595
F 3.269 1.026 -4.848
H -1.443 4.420 0.469
F 1.460 2.573 -6.051
F 2.175 -2.935 -3.515
F 2.060 1.906 -8.008
O -2.494 1.966 4.909
Eu 1.039 -3.104 0.695
H -0.449 -2.793 3.599
C -1.483 -0.904 3.614
C 0.352 -1.478 -3.609
H -4.963 0.621 1.346
C 2.080 -2.396 4.283
H -2.783 -2.610 1.163
H 4.181 -2.500 4.253
F 4.231 0.583 -6.751
C 1.039 -1.291 4.037
C 5.033 -2.001 1.908
C 1.881 -1.677 -3.896
H -2.755 5.176 1.388
O -2.547 3.793 3.604
F -0.277 1.673 -1.689
H -1.297 -1.310 -0.926
H -4.022 0.265 4.243
H 1.750 -3.365 3.885
H -0.778 4.399 2.809
F 1.884 -2.698 -5.984
C -1.704 0.418 0.339
C 3.630 -2.143 2.404
C -1.605 3.754 2.506
H -4.347 2.564 2.371
In -2.607 -0.981 1.754
H -2.357 -0.123 -1.669
H -5.104 2.837 3.916
H -0.057 -1.723 2.234
C -0.284 0.324 -1.747
F -0.333 -1.936 -4.658
*
```

Calculated values
* frontier orbital gap (spin up / spin down): 0.1260 / 0.1305 Ha
* E_LUMO (spin up / spin down): -5.07 / -4.96 eV
* ⟨S²⟩: 15.760

---

# 6
# C22H28F4N4NaO4

A structure of composition C22H28F4N4NaO4 (ωB97M-V with the def2-TZVPD basis set, the Open Molecules 2025 dataset).

The geometry in ORCA input format:
```
! RIJCOSX wB97M-V def2-TZVPD def2/J DEFGRID3
* xyz -1 1
C -2.524 1.637 1.593
N 0.979 -1.004 1.029
C 5.259 1.705 -0.474
H -0.590 -1.945 0.037
F 4.517 0.674 1.487
H 0.472 -3.800 1.362
H 2.150 -0.934 2.781
F 1.498 2.886 -1.506
H 2.829 -2.618 -1.346
C -4.739 -1.927 0.824
F 3.559 3.422 -3.124
H -0.285 -2.263 -3.243
C 1.889 -2.237 -0.940
C -0.208 -3.088 1.833
H -0.363 -2.353 -5.029
C -3.113 -0.258 0.018
N -1.518 2.298 -2.343
H -2.344 1.169 -3.879
O -1.801 2.224 0.791
C 2.747 2.501 -1.130
H 2.743 1.243 2.681
O -0.868 -0.557 -4.272
C -0.624 0.344 -3.294
O -2.342 0.106 -0.917
H -1.029 -1.124 1.501
C 2.869 1.830 0.133
H 5.929 2.610 -2.319
C 2.124 -1.698 0.459
C 3.795 2.762 -1.964
C -0.077 -1.741 -4.177
H -2.205 1.991 -1.655
N 1.774 1.660 0.839
C -4.136 -0.118 2.256
H -1.199 -3.544 1.874
C -0.261 -1.765 1.064
H 1.061 1.713 2.756
H 0.480 -0.441 2.963
H -1.689 3.226 -2.699
H 0.133 -2.931 2.860
H -5.306 -2.834 0.641
H -3.657 2.622 3.155
H 0.985 -1.501 -4.219
H -1.942 3.077 3.038
H -3.794 -1.962 -1.095
C -3.906 -1.451 -0.146
H 2.948 -0.983 0.432
C 5.102 2.386 -1.666
C 1.340 -0.372 2.291
H 2.455 -2.518 1.124
H 1.518 -1.451 -1.595
O 0.250 0.204 -2.472
Na -0.117 1.270 -0.510
F 6.499 1.274 -0.131
H -4.237 0.395 3.204
C 4.221 1.428 0.385
C 1.783 1.126 2.173
C -2.645 2.250 2.982
H -5.530 -1.636 2.826
H 1.169 -3.060 -0.946
C -3.261 0.416 1.287
H -2.419 1.527 3.766
N -1.478 1.395 -3.411
C -4.870 -1.259 2.056
*
```

Calculated values
* frontier orbital gap: 0.2073 Ha
* E_LUMO: 2.18 eV
* ΔE to the lowest compared entry with this formula, charge and spin: 5.6 kcal per mole

---

# 7
# C22H28FOSi

A cluster of 2 separate species, C22H28FOSi in total (ωB97M-V with the def2-TZVPD basis set, the Open Molecules 2025 dataset).

The geometry in ORCA input format:
```
! RIJCOSX wB97M-V def2-TZVPD def2/J DEFGRID3
* xyz 1 1
H 2.776 -3.572 -3.049
H -4.981 -0.890 -2.178
C 1.805 4.322 -0.670
C 0.587 4.125 -0.019
H 3.665 3.352 -1.209
H 2.800 -0.502 -1.688
H 0.794 -2.107 4.824
H -3.008 -2.263 -2.959
H -3.964 1.167 -1.430
F -0.277 5.193 0.069
C 1.690 -3.464 -3.192
C 0.655 -0.006 5.308
H 3.034 1.159 -0.245
C -2.466 0.382 -0.090
H 1.734 -2.542 0.393
H 1.238 0.312 -2.007
H 0.016 -3.013 0.175
C -3.845 0.297 -0.772
H 0.426 -1.751 2.380
C 0.614 0.415 2.509
C -4.060 -0.974 -1.591
H 0.673 -0.180 6.385
C 0.200 2.910 0.537
H 1.510 -3.176 -4.236
C 0.596 1.297 4.792
H 1.314 -4.006 -0.512
Si 1.010 -2.191 -2.006
H -4.618 0.352 0.002
C -1.560 -1.131 -1.845
H -0.772 2.787 1.022
C 1.005 -2.970 -0.307
C -1.352 -0.337 -0.760
C 0.619 1.521 3.417
H -2.192 1.437 0.046
H 2.046 5.288 -1.114
H -4.201 -1.817 -0.907
C -2.898 -1.263 -2.525
C 2.341 2.004 -0.199
H -0.366 -0.185 -0.340
H -2.562 -0.012 0.934
C 1.866 -0.553 -2.263
C 0.822 0.551 1.105
C 0.552 -0.902 3.061
H -2.892 -0.545 -3.362
H 2.111 -0.454 -3.331
H 0.658 2.539 3.021
O -0.618 -1.920 -2.417
C 1.105 1.821 0.473
C 2.690 3.236 -0.734
H 0.543 2.150 5.470
C 0.682 -1.098 4.428
H 1.223 -0.348 0.621
H 1.231 -4.446 -3.016
*
```

Calculated values
* frontier orbital gap: 0.1761 Ha
* E_LUMO: -6.06 eV
* ΔE to the lowest compared entry with this formula, charge and spin: 37.2 kcal per mole